4 unconnected molecules or ions with the total composition C49H63ClF3INO5P2. Source: the Open Molecules 2025 dataset; level of theory: ωB97M-V/def2-TZVPD.

Last column: Löwdin charge in e.
Cartesian coordinates (Å):
1 C -0.3988 -0.8257 1.8672  0.0544
2 H 1.2233 -4.1697 3.1263  0.1175
3 H 7.6016 -4.3434 4.2122  0.1005
4 H 3.5295 0.6654 0.2068  0.1144
5 H -4.2321 0.4039 -0.9195  0.1000
6 O -3.2587 -3.6730 2.3354  -0.0152
7 C 0.1479 -0.8330 -3.8281  -0.2680
8 C 6.4796 -6.7704 1.4326  -0.0915
9 H -2.0619 2.0757 -1.4364  0.0821
10 H 7.2734 -8.3241 2.6798  0.1017
11 O 1.5278 4.0488 2.8846  -0.3199
12 H -0.1268 -5.0204 1.2875  0.0757
13 H 2.1452 6.5439 0.8850  0.0566
14 C -1.0793 2.7711 1.1057  -0.1539
15 H -3.8456 -4.8739 -7.8337  0.1018
16 H -0.0561 6.5995 2.0084  0.0735
17 C -0.4880 4.0760 0.7482  -0.1706
18 H 0.0736 10.8760 2.0480  0.1063
19 C -1.2004 2.0710 -2.1052  -0.1451
20 H -4.3456 -3.6290 -0.2443  0.0878
21 C -2.9606 -4.2636 -7.7085  -0.0942
22 C 6.2528 -5.4070 1.2944  -0.0987
23 H -2.6118 -4.9115 -5.6938  0.0988
24 C 4.8115 -0.8979 0.8999  -0.2309
25 H 6.4874 -3.4726 2.1897  0.0773
26 C 4.5482 -1.8121 -0.0274  -0.3172
27 H -4.4650 2.8234 -1.7592  0.0348
28 H 2.2698 10.8196 0.9209  0.1070
29 H 0.5431 3.2565 -2.3891  0.1173
30 C -5.0050 1.0707 -0.5413  -0.2265
31 H -0.5887 -3.5218 -5.4108  0.0856
32 H -3.8334 -2.9732 4.2137  0.1318
33 H 2.2137 -1.3380 -3.5764  0.0754
34 H -5.0540 0.6810 1.5372  0.1045
35 C -2.5195 -3.4587 -8.7497  -0.0916
36 C 3.1738 0.2148 2.3659  -0.1703
37 H 3.4039 -0.7363 2.8226  0.0944
38 C -0.5638 4.1979 -0.8077  -0.1583
39 C -4.5154 -4.4331 0.4673  0.0359
40 H 0.2074 -2.1031 -7.2724  0.0963
41 C -0.1315 8.7426 2.0927  -0.0925
42 C 0.7288 -3.4247 2.5097  -0.2227
43 H -1.0357 -2.0560 -9.4060  0.1024
44 C -3.1408 1.5490 1.1174  -0.2150
45 H 3.3030 8.6552 0.3322  0.1062
46 C -4.5048 -3.8609 1.8527  -0.5553
47 H -5.6213 1.7455 -2.4579  0.0800
48 H -3.6842 -5.1313 0.3894  0.0900
49 C 1.7598 9.8953 1.1574  -0.0808
50 H -0.0971 -3.4373 0.4765  0.0681
51 H -0.2501 0.3212 -1.2601  0.1120
52 H -1.4621 2.3806 -3.1130  0.1291
53 H -5.9049 0.4591 -0.4684  0.1149
54 H 1.1229 -2.7411 -3.4386  0.0706
55 H 7.9857 -6.7704 4.4633  0.1016
56 H 2.2293 -2.0971 3.2241  0.1233
57 H 1.3706 -4.3638 0.6722  0.0747
58 C 7.5016 -6.3881 3.5740  -0.0950
59 H -1.0960 8.7690 2.5841  0.1001
60 H 6.1711 -7.4519 0.6501  0.1008
61 C -3.1909 -0.9593 1.4513  -0.1211
62 H -6.1536 2.7811 -1.1323  0.0798
63 C 1.0732 1.5729 1.7818  -0.2028
64 H 0.5401 4.2757 0.9692  -0.0042
65 H -3.0633 -3.4384 -9.6850  0.1029
66 P 2.3224 2.9397 1.9839  0.7053
67 C 4.0773 0.3808 1.0990  -0.1020
68 C -3.5492 -1.2883 2.9301  -0.1186
69 H 2.3489 -2.3811 1.5256  0.1173
70 H -5.4526 -4.9465 0.3038  0.0929
71 F 4.7377 -3.1045 0.1356  0.1458
72 C -3.1883 -2.7032 3.3808  -0.1602
73 C -1.1296 -3.5054 -6.3494  -0.1047
74 N -2.4282 2.7287 0.9882  -0.1169
75 C -0.0428 2.9278 -1.5375  -0.1933
76 C -4.6482 1.4770 0.9293  -0.1913
77 Cl 2.6639 3.8094 0.1010  0.3266
78 C 0.9472 -0.8807 2.0786  -0.0909
79 F 4.0160 -1.4845 -1.1859  0.1523
80 H 0.5282 2.2773 -0.8859  0.0655
81 H 3.5003 0.9613 3.0775  0.0841
82 H -2.6066 -1.7443 0.9866  0.1136
83 H -2.1749 -2.7060 3.7653  0.1091
84 C 1.6923 0.3554 2.0633  -0.1526
85 H -2.6358 6.0129 1.1580  0.0259
86 C -5.3192 2.2008 -1.5158  -0.1198
87 C -0.6837 -2.7064 -7.3930  -0.0991
88 C -2.4820 0.3670 1.3707  -0.0894
89 C 7.2832 -5.0250 3.4337  -0.0934
90 O 0.1218 0.4654 -3.2669  -0.1326
91 H -5.2025 2.3504 1.2532  0.0278
92 H -4.1172 -0.9452 0.8923  0.1017
93 H -1.0329 4.8658 1.2490  0.0731
94 H -4.5917 -1.0452 3.1116  0.1145
95 C 6.6573 -4.5343 2.2953  -0.0939
96 C 0.4339 -4.0986 1.1625  -0.0864
97 C -2.2666 -4.2855 -6.5069  -0.0978
98 C 1.6254 -2.2094 2.3235  -0.1304
99 H 5.7664 -5.0349 0.4083  0.0794
100 C 0.4523 7.5259 1.7670  -0.1028
101 C -1.3807 -2.6812 -8.5928  -0.0920
102 C 2.3416 8.6791 0.8283  -0.0830
103 C -0.7720 0.6091 -2.1851  -0.2340
104 C 1.2528 -1.6868 -3.2092  -0.0617
105 H 0.3960 -0.7188 -4.8824  0.1115
106 H -0.8218 -1.3324 -3.7805  0.1087
107 O -5.4920 -3.5711 2.4525  0.1364
108 H -0.2277 -3.2050 2.9747  0.0788
109 C 1.6890 7.4937 1.1358  -0.0991
110 P -3.6251 4.1085 0.6751  0.7050
111 H 1.2526 -1.5493 -2.1272  0.0584
112 H -0.0160 5.0767 -1.1349  0.1142
113 C -0.3665 1.6074 1.4756  -0.0565
114 H -0.9493 -1.7445 1.9137  0.0869
115 O -2.9401 5.5324 0.3750  -0.3726
116 H 4.8292 1.1356 1.3258  0.1197
117 I -4.2301 4.4869 3.0536  0.5428
118 C -1.0660 0.3835 1.5781  -0.0649
119 H -2.9819 -0.6111 3.5694  0.1235
120 F 5.7697 -1.1266 1.8147  0.0903
121 H 2.1617 4.7454 3.1053  0.0626
122 H -1.5856 4.3101 -1.1638  0.0788
123 H -1.6391 -0.0549 -2.2692  0.1189
124 C 0.5246 9.9271 1.7901  -0.0839
125 C 7.1009 -7.2611 2.5724  -0.0946

Cartesian forces (eV/Å) of the 6 atoms listed first:
0.62 0.17 0.07
0.14 0.12 0.23
0.00 0.00 0.00
-0.09 0.01 -0.07
0.16 0.06 -0.11
0.32 0.38 -0.10

ΔE to the lowest compared entry with this formula, charge and spin   0.0 kJ/mol
Orbital gap   6.51 eV
Charge   +1
Strongest force on any atom   1.45 eV Å⁻¹
E_tot   -110910.5129 eV

2 unconnected molecules or ions with the total composition C49H65BN3. Source: the Open Molecules 2025 dataset; level of theory: ωB97M-V/def2-TZVPD.

Last column: Löwdin charge in e.
Cartesian coordinates (Å):
1 H 4.6431 -2.8856 -3.7434  0.0815
2 H -2.6998 -0.6551 -1.4151  0.0962
3 C 1.8761 0.3595 6.0020  -0.1543
4 H -2.3188 0.2209 -3.9432  0.1250
5 H -3.3705 3.0456 7.3413  0.1302
6 H -1.3251 2.9568 2.7919  0.0968
7 H 2.7707 -0.4673 -5.7847  0.1022
8 C 0.0930 1.5409 4.6152  0.1241
9 H 3.3378 2.1585 9.4013  0.1097
10 H 1.5488 -1.9537 -0.7647  0.0376
11 H 1.6666 1.5848 -4.4133  0.1036
12 H -1.2257 -1.5363 -0.8874  0.0598
13 C -1.0317 -1.5370 -4.2119  -0.0475
14 H -1.4972 3.1268 -5.8663  0.0965
15 C 3.3888 -2.9800 -6.1634  -0.0517
16 H -3.3941 1.3368 -0.1815  0.1009
17 C 3.4379 -0.2368 7.8458  0.0254
18 C 2.2380 1.9665 7.5612  -0.1491
19 H 0.0134 -6.7233 -3.4080  0.0988
20 C 0.2661 3.4642 -0.4700  -0.0493
21 H 4.5821 -1.2236 -4.3601  0.0943
22 C 1.9100 -5.8636 -3.7556  -0.0458
23 C 0.6111 -3.3402 -3.6374  -0.0266
24 C -0.1239 2.2846 0.1484  -0.0548
25 C -0.7184 1.2515 -0.5995  -0.1202
26 H 4.0420 -3.8452 -6.0122  0.0761
27 C 1.1841 4.4689 8.0294  -0.0516
28 H 0.1162 4.2161 6.1385  0.1199
29 C -0.5588 1.2695 -2.0124  -0.0694
30 H 4.2948 -0.5351 7.2284  0.1135
31 H -5.4432 3.9333 6.2026  0.0928
32 C 1.3045 2.5002 6.6417  -0.1109
33 C -3.5185 3.7584 5.3013  -0.2439
34 H -5.2627 4.8508 4.6875  0.0852
35 H -3.4572 0.3294 1.2858  0.0942
36 H -3.3823 4.3053 3.2090  0.1274
37 N 0.0144 -2.0246 -3.4013  0.0535
38 C 0.6929 1.6937 -4.9066  -0.0611
39 C -1.7782 2.2799 6.1076  -0.0158
40 C 3.9823 -2.0301 -3.9173  -0.0350
41 C -2.9431 3.7185 4.0231  -0.0107
42 H 0.1818 0.7324 -4.9104  0.0468
43 C -1.8066 2.9571 3.7753  0.0008
44 H 2.8875 -1.1397 8.1446  0.1097
45 H -1.4503 -6.3794 -1.7579  0.0953
46 C -2.4940 -4.5063 -4.4183  -0.0397
47 C 0.5545 4.0822 -4.5646  -0.0813
48 H -3.5568 -4.6908 -4.2073  0.0964
49 C 2.0926 3.9086 8.9428  -0.0555
50 C -1.4449 -0.3632 -3.7087  -0.0558
51 H -2.0653 1.8711 -4.7508  0.0506
52 C -0.2174 2.4967 -2.6644  -0.0470
53 H -1.3486 -2.0504 -5.1000  0.1236
54 H 1.0645 -0.0409 -0.2726  0.0648
55 C -1.6798 -4.6881 -3.1383  -0.5295
56 C -2.0804 -0.9414 -0.5582  -0.0675
57 H -4.5214 5.4408 6.1995  0.0980
58 C 0.7967 3.7770 6.8659  -0.0084
59 H -1.4484 -0.9810 2.0168  0.0989
60 H 3.9707 -2.2140 -6.6948  0.0918
61 C 1.9767 -0.9593 5.3702  0.0176
62 C -0.8048 -0.2978 1.4359  -0.0542
63 H 1.2604 -1.3677 -5.9335  0.0984
64 H 0.2785 4.5730 -2.2893  0.0993
65 C -4.7555 4.5471 5.6073  -0.0360
66 C -2.1486 -3.7009 -2.0905  -0.0640
67 C -2.8177 0.9970 0.6936  -0.0363
68 H -3.1957 -3.8974 -1.8151  0.0993
69 C -0.1404 2.7553 -4.2126  -0.5237
70 H -2.6934 -1.5922 0.0872  0.1066
71 H -2.1592 -5.2184 -5.1831  0.0986
72 H 1.8357 -1.7797 6.0968  0.1065
73 C -0.1397 -4.5558 -3.4263  -0.0515
74 H 0.7705 5.4569 8.2257  0.1108
75 H 1.7228 -0.6401 -4.3637  0.0492
76 H 0.0981 -0.8502 1.1455  0.0656
77 C 2.6067 -4.6987 -4.0211  -0.0416
78 C -1.5770 0.2435 0.2203  -0.5243
79 H 0.0027 2.1786 1.2336  0.0911
80 H 2.3751 4.4619 9.8389  0.1133
81 N 2.5557 0.6749 7.1326  -0.0154
82 C 1.9457 -3.4652 -4.1341  -0.0623
83 H -2.5647 1.8704 1.3028  0.0583
84 H 3.5955 -1.6833 -2.9525  0.0591
85 H -1.5446 -3.7610 -1.1768  0.1043
86 C 1.0414 1.4635 5.6426  -0.0876
87 H 3.7876 0.2899 8.7355  0.0855
88 H -0.0453 4.9569 -4.2814  0.0840
89 H 3.6822 -4.7627 -4.2029  0.1111
90 C -1.5464 2.8301 -4.8084  -0.0370
91 H 2.5639 -3.2864 -6.8196  0.0959
92 H 2.3782 -0.3735 -1.8108  0.0373
93 H 1.5426 4.1557 -4.0917  0.0955
94 C 0.1044 3.5918 -1.8502  -0.0355
95 C 0.5364 -5.7766 -3.5372  -0.0412
96 N -0.5473 0.0126 -2.7154  0.0240
97 H -3.1098 -6.0874 -2.2922  0.0897
98 C 2.0905 -1.1512 -5.2543  -0.0725
99 C 0.3180 -1.0409 -2.4809  -0.1682
100 H -0.5105 0.5183 2.1010  0.0274
101 C -2.0601 -6.0801 -2.6163  -0.0830
102 B 1.3570 -0.8610 -1.3111  -0.3202
103 H -2.1109 -2.6871 -2.4832  0.0433
104 H -1.9796 -6.8416 -3.4006  0.0830
105 H 2.9522 -1.1018 4.8748  0.1174
106 H -2.1412 3.5759 -4.2641  0.0963
107 H 0.7104 4.1448 -5.6541  0.0914
108 H 0.3186 1.0631 3.6652  0.1088
109 H -2.4083 -3.4973 -4.8201  0.0486
110 C -2.9293 3.0206 6.3376  -0.0175
111 H 0.6533 4.2993 0.1224  0.1105
112 H 2.4043 -6.8351 -3.7393  0.1130
113 C -1.1566 2.2414 4.8229  -0.1966
114 H 0.8855 1.9582 -5.9591  0.1019
115 C 2.8298 -2.4021 -4.8551  -0.5392
116 H 1.1999 -1.0437 4.6014  0.0914
117 H -1.3303 1.7269 6.9348  0.1294
118 C 2.6365 2.6338 8.7124  0.0044

Cartesian forces (eV/Å) of the 6 atoms listed first:
-0.07 0.14 0.01
0.14 -0.05 0.12
0.83 0.94 0.75
0.27 -0.01 -0.15
0.17 -0.09 -0.46
-0.37 0.07 0.28

Orbital gap   4.99 eV
Charge   +1
Strongest force on any atom   2.73 eV Å⁻¹
E_tot   -57006.7778 eV

A molecular structure, C49H67N9O2P2Ti. Source: the Open Molecules 2025 dataset; level of theory: ωB97M-V/def2-TZVPD.

Last column: Löwdin charge in e.
Cartesian coordinates (Å):
1 H 0.7354 6.8116 2.1839  0.0790
2 H -4.6470 1.2359 -2.1538  0.0768
3 H 3.4405 -0.3563 4.6665  0.0690
4 C 1.1186 -3.1745 -2.3568  -0.2834
5 H -0.0322 -4.5956 -5.4282  0.1159
6 H -3.0077 -4.1669 -1.4085  0.0882
7 H 0.7993 5.6073 -0.9860  0.1056
8 C -1.4895 3.4694 1.4854  -0.0267
9 H -1.5198 5.5963 1.6214  0.1218
10 H 2.9402 2.6848 1.6362  0.0568
11 C -2.0930 -3.2573 2.7983  -0.0608
12 H -2.6830 -1.5595 1.6772  0.0961
13 N 1.6449 -1.2172 0.7649  -0.1708
14 O 1.0872 -1.0481 -3.4720  0.0217
15 C 0.9784 4.6367 -1.4299  -0.0613
16 H 1.8001 1.4632 5.9613  0.0700
17 H 1.1210 -4.3047 3.0523  0.1142
18 H 4.7995 0.3319 3.7752  0.0851
19 H 5.2475 -2.5864 -3.7097  0.1313
20 H -7.5227 1.3019 1.6753  0.0851
21 C 0.5748 -3.8278 -4.9451  -0.1617
22 H -5.4092 -0.3478 -0.2904  0.0845
23 C 1.0803 4.5123 -2.8048  -0.0886
24 C 0.7641 1.3593 5.6413  -0.1043
25 C -2.8784 -3.2467 -0.8355  -0.1214
26 P 1.1852 0.7561 2.8526  1.1565
27 C -0.8110 2.2714 1.7600  -0.3222
28 H -1.7164 2.6854 -2.7468  0.0920
29 C -3.2786 -2.0277 -1.6750  -0.4825
30 H 1.1500 -0.6078 4.8322  0.0996
31 C -1.8566 -2.1884 1.9772  -0.1777
32 N -1.2817 1.0423 1.2295  -0.0975
33 H 1.0507 3.6473 0.4653  0.0794
34 H 4.0858 -2.3780 0.7891  0.1063
35 C 0.4147 -4.0546 -3.4292  -0.1341
36 H 1.4058 3.1502 -4.4305  0.1005
37 C -3.3818 1.3954 2.4436  -0.0228
38 C 1.9973 -3.9347 -5.5250  -0.1465
39 H -3.8731 1.8936 -3.5926  0.0843
40 H 3.8244 2.1070 -1.3079  0.1165
41 H -5.3209 -2.2922 -0.9986  0.0736
42 H 2.0627 -1.9325 -6.0123  0.1568
43 H 0.1779 1.0953 6.5235  0.0835
44 H -1.5221 0.8165 4.5545  0.0690
45 N -0.6323 -1.8482 1.5240  0.0059
46 C -4.7866 -2.0873 -1.9250  -0.1060
47 C 3.8621 1.1104 -0.8904  -0.0387
48 H 5.9808 0.9524 -1.1395  0.1009
49 H 0.4073 2.3234 5.2759  0.0705
50 H 2.5846 -4.6216 -4.9151  0.1169
51 H -4.3183 0.1926 -3.5614  0.0644
52 H 1.7975 6.0091 3.3458  0.0775
53 H -1.9231 0.2671 -3.1670  0.1091
54 C 0.7888 -1.6538 -2.4436  -0.5300
55 H 3.6448 -0.7181 2.9470  0.0534
56 H 3.1061 -0.2618 -5.0811  0.1229
57 H 4.2098 1.4661 1.5942  0.0574
58 H 6.1460 -1.2930 -0.1253  0.0954
59 H 2.2051 -3.2470 -2.4600  0.1348
60 H -7.3748 -0.3532 1.0899  0.0754
61 C -5.4988 0.5702 1.6221  -0.2692
62 C 0.3443 2.3453 2.5525  -0.3038
63 C -3.9391 1.0114 -2.9536  -0.0990
64 N 3.8962 -0.8691 -4.9255  0.2198
65 N 2.6594 -2.6470 -5.6244  0.0962
66 H -2.4159 3.4331 0.9280  0.1153
67 H 0.7265 -5.0832 -3.2219  0.1166
68 C -3.4536 0.2520 0.3411  -0.3041
69 H -5.2250 1.5655 3.5002  0.1215
70 H 2.8062 1.9158 4.2179  0.0781
71 H -7.1838 0.0009 2.8108  0.0817
72 C -4.8332 0.1190 0.4941  -0.0434
73 C -0.9887 4.6898 1.8864  -0.0314
74 C 2.9172 1.2919 3.3300  -0.5088
75 N 4.5206 -2.9864 -4.2832  0.2243
76 C 0.2454 -3.7372 2.7740  -0.0013
77 N 0.7955 -3.6608 -1.0281  0.0716
78 H -0.2055 -3.7722 -0.9239  0.0501
79 H 4.5951 -0.4947 -4.2973  0.1292
80 C 3.6664 -2.1771 -4.9138  -0.4522
81 C -6.9771 0.3656 1.8045  -0.0449
82 H -1.1830 -0.6994 5.3839  0.0888
83 C 0.5692 0.2837 4.5728  -0.5032
84 H 1.2260 -4.5607 -0.8538  0.0934
85 H 0.1607 -2.8553 -5.2132  0.1075
86 C 1.3107 2.2654 -1.1503  -0.3000
87 H 1.7185 3.6435 3.5749  0.1095
88 H 4.3282 2.8096 2.7210  0.0901
89 P -2.4403 -0.4988 -0.9657  1.1326
90 C 0.4284 -2.6176 1.9299  -0.3584
91 C 2.6870 0.5214 -0.3806  -0.2638
92 H 4.4867 -3.9800 -4.4154  0.1181
93 H 1.5331 1.1567 -2.9588  0.0918
94 C 3.6331 2.1115 2.2515  -0.0897
95 C 1.1141 3.5283 -0.6052  -0.0141
96 H 0.9681 5.3767 -3.4451  0.1020
97 C -0.9124 -0.0861 4.5229  -0.1067
98 C 0.8232 3.5876 2.9687  -0.0681
99 H -1.1762 -4.9025 3.8570  0.1115
100 C 1.4168 2.1477 -2.5398  -0.0481
101 C -2.6854 0.9043 1.3262  -0.3276
102 H -2.7652 -2.0976 -2.6433  0.1034
103 H -2.8360 1.9249 3.2115  0.1091
104 C 2.8149 -0.7524 0.2480  -0.2507
105 H -0.9848 1.8360 -1.3910  0.0318
106 H -5.1889 -1.1810 -2.3677  0.0499
107 C -2.5533 0.7130 -2.3877  -0.4946
108 Ti -0.0111 -0.2261 0.3211  1.0052
109 H 1.9389 -4.3296 -6.5398  0.1261
110 C 5.0797 0.4545 -0.8000  -0.1088
111 C 0.1955 4.7729 2.6162  -0.2774
112 C -4.7390 1.2089 2.5997  -0.0175
113 C 3.7455 0.0590 3.7058  -0.0998
114 O 0.1851 -1.1274 -1.4390  -0.2041
115 H -0.6570 -3.9897 -3.2167  0.1118
116 C -1.9213 2.0192 -1.9078  -0.1075
117 H -2.6010 2.5241 -1.2189  0.0815
118 H -4.9921 -2.9121 -2.6099  0.0886
119 C 4.0477 -1.4103 0.3074  -0.0345
120 H -1.1668 -0.6329 3.6215  0.0315
121 C 1.3088 3.2582 -3.3572  -0.0826
122 N 1.4541 1.1012 -0.3413  -0.0178
123 H -1.8418 -3.1729 -0.5101  0.0274
124 H 0.1797 6.5390 3.8298  0.0851
125 C 0.7646 6.1069 3.0154  -0.0394
126 C 5.1781 -0.8155 -0.2240  -0.1121
127 H -3.5021 -3.3226 0.0551  0.0778
128 N 1.6568 -2.2899 1.5219  0.0809
129 H -3.0977 -3.4733 3.1291  0.1108
130 C -1.0094 -4.0565 3.2045  -0.0523

Cartesian forces (eV/Å) of the 6 atoms listed first:
0.01 0.00 -0.01
-0.06 0.00 -0.02
0.01 -0.06 0.01
-0.27 0.19 0.12
-0.01 0.08 -0.08
-0.04 -0.04 0.00

ΔE to the lowest compared entry with this formula, charge and spin   134.7 kJ/mol
Orbital gap (alpha / beta)   6.16 / 6.03 eV
Multiplicity   2
Charge   +1
Strongest force on any atom   1.63 eV Å⁻¹
E_tot   -111098.9997 eV